(P)
20
Properties=species:S:1:pos:R:3 method="wB97M-V/def2-TZVPD" e_lumo_ev=1.0 charge=0 homo_ev=-8.722 smiles=C[C@@H](CN)NCN
C 0.7847 0.7741 -0.6956
N 1.9350 1.6413 -0.3728
C 0.4172 -0.2223 0.3776
C 1.5184 -1.1821 0.6571
N -0.7637 -1.0422 -0.0621
C -1.9846 -0.3112 -0.5477
N -2.6571 0.4128 0.4561
H 0.8319 0.2962 -1.6284
H 0.0308 1.4761 -0.7440
H 2.8801 1.2698 -0.5741
H 1.8424 2.5292 -0.8894
H 0.1671 0.2310 1.3495
H 2.2961 -0.7260 1.2709
H 1.9715 -1.6806 -0.2744
H 1.1295 -2.0904 1.2969
H -1.1893 -1.5301 0.7180
H -1.5980 0.2247 -1.4648
H -2.7803 -1.0777 -0.9647
H -2.1419 1.2476 0.8349
H -2.6898 -0.2403 1.2568

=====

(Q)
20
Properties=species:S:1:pos:R:3 method="wB97M-V/def2-TZVPD" e_lumo_ev=1.1 charge=0 homo_ev=-8.790 smiles=NCCNCCN
C -1.2037 0.3443 0.8890
N -0.0253 0.4234 0.0361
C 1.2095 0.2844 0.7646
C 2.3748 0.3215 -0.1975
N 2.2942 -0.7788 -1.1514
C -2.4786 0.4090 0.0525
N -2.6756 -0.6347 -0.9169
H -1.2595 1.1946 1.5646
H -1.2485 -0.6075 1.4465
H -0.0836 -0.3431 -0.6256
H 1.2985 -0.6419 1.3601
H 1.3280 1.1193 1.4624
H 2.2993 1.2822 -0.7262
H 3.3695 0.4382 0.2330
H 3.0355 -0.6647 -1.8270
H 2.3990 -1.6521 -0.6606
H -2.5785 1.3933 -0.3903
H -3.2896 0.3571 0.7833
H -2.8305 -1.5418 -0.5014
H -1.9351 -0.7026 -1.5951

=====

The most stable of them is (Q).

=====

(P)
17
Properties=species:S:1:pos:R:3 method="wB97M-V/def2-TZVPD" e_lumo_ev=3.9 charge=-1 homo_ev=-5.196
C 0.8477 1.0846 0.9890
O 0.1664 0.2829 0.0632
H 0.6320 0.8383 2.0520
H 1.9402 0.9798 0.8824
H 0.6508 2.1681 0.8414
H 1.5038 -0.4379 -0.8119
H 2.6499 -0.5258 -1.8126
O 2.4048 -0.9624 -0.9210
H -0.2579 -1.1990 0.7139
H 0.7946 -2.3849 0.5366
O -0.0395 -2.2060 0.9630
H -1.8185 1.7112 -0.9501
H -0.3006 1.4161 -0.9037
O -1.0182 1.9105 -1.4737
H -1.4098 0.1614 0.4107
H -2.4276 -1.0498 0.5346
O -2.3939 -0.0481 0.4401

=====

(Q)
17
Properties=species:S:1:pos:R:3 method="wB97M-V/def2-TZVPD" e_lumo_ev=3.9 charge=-1 homo_ev=-4.496
C -0.8802 -1.1515 -0.4356
O -0.0843 -0.7443 0.6227
H -1.0415 -0.3705 -1.2068
H -0.4865 -1.9883 -1.0468
H -1.8793 -1.4643 -0.1115
H -2.2523 -2.5889 2.4206
H -0.9559 -2.4823 1.6801
O -1.5832 -3.1538 2.0131
H 1.2171 -0.0784 -0.1757
H 2.3374 0.9211 0.0278
O 2.0142 0.3322 -0.6688
H -0.7758 1.9585 -0.2781
H -0.4590 0.7904 0.7868
O -0.5425 1.7840 0.6316
H 0.9998 3.2405 -1.4074
H 1.2771 1.8256 -1.6724
O 1.0849 2.6411 -2.1350

=====

The most stable of them is (Q).

=====

(P)
7
Properties=species:S:1:pos:R:3 method="wB97M-V/def2-TZVPD" e_lumo_ev="0.5 / -5.1" charge=0 homo_ev="-5.861 / -11.980" s_squared=2.01 multiplicity=3
C 0.8219 -0.0811 -0.0429
O 0.4230 1.1468 0.0066
O 0.2585 -1.1275 -0.0587
F -2.1644 -0.3340 0.1586
Cl 2.5653 0.1017 -0.1794
H -0.5137 1.2214 -0.1990
H -1.3906 -0.9272 0.3149

=====

(Q)
7
Properties=species:S:1:pos:R:3 method="wB97M-V/def2-TZVPD" e_lumo_ev="0.5 / -4.7" charge=0 homo_ev="-4.985 / -12.021" s_squared=2.01 multiplicity=3
C 0.0053 0.0057 0.0220
O -0.4515 -0.1517 1.2300
O -0.7884 -0.6931 -0.8885
F 0.0866 1.5849 -0.2831
Cl 1.7244 -0.3539 -0.3241
H -0.1953 0.3490 2.0368
H -0.3811 -0.7409 -1.7932

=====

The most stable of them is (P).

=====

(P)
9
Properties=species:S:1:pos:R:3 method="wB97M-V/def2-TZVPD" e_lumo_ev=-8.1 charge=+1 homo_ev=-16.649 smiles="N#CCC=[N+]=O"
C -0.9613 -0.1438 0.2681
C 0.0909 1.0068 -0.1463
C -0.0094 -1.4166 -0.0607
N 1.2585 0.8223 -0.0368
N 0.8872 -2.1451 -0.0515
O 2.2753 0.4035 -0.0176
H -1.7000 0.0700 1.1597
H -0.3177 1.9990 -0.3561
H -1.5236 -0.5960 -0.7589

=====

(Q)
9
Properties=species:S:1:pos:R:3 method="wB97M-V/def2-TZVPD" e_lumo_ev=-6.0 charge=+1 homo_ev=-16.534
C 1.7160 0.0930 -0.4902
C -0.1289 1.4349 -0.1045
C -0.5177 -0.7894 -0.0326
N 0.8260 1.7617 -0.6921
N -0.8202 0.4430 0.4908
O 1.0397 -0.7927 -0.1765
H -0.5979 -1.6245 0.6680
H -0.6068 -1.0443 -1.1697
H -0.9103 0.5184 1.5068

=====

(R)
9
Properties=species:S:1:pos:R:3 method="wB97M-V/def2-TZVPD" e_lumo_ev="-9.7 / -9.7" charge=+1 homo_ev="-17.967 / -17.968"
C 1.0841 -1.0557 0.1245
C 0.0129 -0.1039 0.0105
C -1.3815 0.0329 0.0247
N 0.8272 0.8568 0.0148
N 2.2895 -0.7008 0.0428
O 2.2055 0.5872 -0.0340
H -1.8362 -0.9105 0.3908
H -1.4919 0.3553 -1.0067
H -1.7097 0.9387 0.4326

=====

The most stable of them is (Q).

=====

(P)
7
Properties=species:S:1:pos:R:3 method="wB97M-V/def2-TZVPD" e_lumo_ev=-1.3 charge=0 homo_ev=-9.441
C -0.1197 1.0701 -0.1554
N -1.3424 0.8525 0.0032
N 0.3128 -0.8145 -0.0508
N -1.7629 -0.4133 0.3305
N -0.7906 -1.1808 0.2702
Br 1.4412 1.9444 -0.3610
I 2.2617 -1.4584 -0.0368

=====

(Q)
7
Properties=species:S:1:pos:R:3 method="wB97M-V/def2-TZVPD" e_lumo_ev="-1.6 / -1.6" charge=0 homo_ev="-8.884 / -8.884"
C 1.1742 -0.6351 0.1128
N 0.1800 -1.3485 -0.0728
N -1.0956 -1.1988 -0.0524
N -1.5248 0.0358 0.0150
N -0.6329 0.9418 0.0037
Br -1.2592 2.6764 0.0095
I 3.1583 -0.4716 -0.0158

=====

The most stable of them is (P).

=====

(P)
6
Properties=species:S:1:pos:R:3 method="wB97M-V/def2-TZVPD" e_lumo_ev=-1.4 charge=0 homo_ev=-9.737 smiles="N#CC(=S)S"
C -0.3097 0.0594 0.2738
C 1.0495 0.6595 0.5928
H -1.1552 -1.5728 -1.1452
N 2.0168 1.2541 0.2648
S 0.0230 -0.8990 -1.0604
S -1.6244 0.4988 1.0742

=====

(Q)
6
Properties=species:S:1:pos:R:3 method="wB97M-V/def2-TZVPD" e_lumo_ev=-1.8 charge=0 homo_ev=-9.842 smiles="N#CC(=S)S"
C -0.3730 -0.0543 -0.1448
C 0.5594 -1.2631 -0.1049
H -0.5283 2.1018 0.3284
N 1.6715 -1.8273 0.0185
S 0.6885 1.3997 -0.0625
S -2.0180 -0.3567 -0.0347

=====

The most stable of them is (P).

=====

(P)
14
Properties=species:S:1:pos:R:3 method="wB97M-V/def2-TZVPD" e_lumo_ev=4.0 charge=-1 homo_ev=-2.237
C -2.0626 -0.5901 -1.9571
S -1.8582 0.8130 -0.8231
H -2.0929 -1.5634 -1.4733
H -1.3176 -0.5954 -2.7600
H -3.0415 -0.5519 -2.4283
N 2.1010 -0.5825 2.4101
C 2.1498 0.1947 1.1705
N 1.2860 -0.3852 0.1297
H 1.7976 -1.5239 2.1900
H 1.4125 -0.2101 3.0517
H 3.1733 0.2438 0.8100
H 1.7617 1.1789 1.4211
H 1.8539 -0.5563 -0.6997
H 0.6286 0.3500 -0.1561

=====

(Q)
14
Properties=species:S:1:pos:R:3 method="wB97M-V/def2-TZVPD" e_lumo_ev=4.4 charge=-1 homo_ev=-3.008
N 1.2975 -0.0013 -1.3048
C -0.1610 0.0397 -1.0900
C -0.5615 -0.9714 0.0003
N -1.6627 -0.4230 0.8024
H 1.7145 0.3971 -0.4540
H 1.5391 0.6087 -2.0848
H -0.6297 -0.2596 -2.0322
H -0.4983 1.0422 -0.8156
H -0.9346 -1.8843 -0.4744
H 0.3339 -1.2177 0.5727
H -1.9604 -1.0668 1.5224
H -1.2854 0.3533 1.3593
S 0.9113 1.4520 1.6084
H 1.8972 1.9312 2.3903

=====

The most stable of them is (Q).

=====

(P)
19
Properties=species:S:1:pos:R:3 method="wB97M-V/def2-TZVPD" e_lumo_ev="0.9 / -2.0" charge=0 homo_ev="-9.001 / -8.996" s_squared=0.75 multiplicity=2
C -0.1081 2.3480 0.8847
C -1.2188 1.4846 1.4271
C -2.5614 1.7031 1.4588
H 0.3314 1.7618 0.0924
H -0.4342 3.3573 0.5622
H 0.6482 2.4136 1.6476
H -0.9362 0.4080 1.6081
H -3.2245 0.9979 1.9155
H -3.0291 2.5498 0.8494
C 0.4600 -2.1540 -2.0310
N 1.4706 -2.3236 -0.9961
C 1.6569 -1.0650 -0.2032
O 0.5358 -0.5573 0.3834
H -0.5539 -1.8931 -1.6224
H 0.4342 -3.0524 -2.5883
H 0.7933 -1.3405 -2.7115
H 1.1480 -3.0148 -0.3483
H 2.1420 -0.3253 -0.8829
H 2.4458 -1.2980 0.5546

=====

(Q)
19
Properties=species:S:1:pos:R:3 method="wB97M-V/def2-TZVPD" e_lumo_ev="0.8 / 0.8" charge=0 homo_ev="-5.340 / -9.023" s_squared=0.75 multiplicity=2
C 0.3701 -0.6758 2.2295
C 1.2730 -0.2635 1.1237
C 0.7320 -0.7864 -0.2320
C 0.1906 -2.0187 -0.5316
C -0.0720 1.1250 -1.7755
N 0.6803 0.1123 -1.4664
H -0.6778 -0.9385 2.0920
H 0.7628 -1.6352 2.8465
H 0.2094 0.1756 2.9324
H 1.3110 0.8160 1.0081
H 2.3078 -0.7031 1.4566
H 0.3534 -2.9796 0.1124
H -0.6605 -2.3335 -1.1238
H 0.1375 1.4173 -2.8927
H -0.7525 1.6065 -0.9443
H 1.2084 -0.4045 -2.1032
H -2.3707 3.0932 -1.5350
H -2.7479 1.7987 -0.5560
O -2.2550 2.5941 -0.6409

=====

The most stable of them is (P).